{"formula": "C26H24N4O5", "method": "ωB97M-V with the def2-TZVPD basis set", "species": ["C", "H", "O", "C", "C", "C", "C", "C", "C", "O", "C", "H", "H", "H", "H", "C", "O", "N", "H", "C", "H", "H", "C", "O", "N", "N", "C", "C", "N", "C", "C", "C", "C", "C", "C", "H", "H", "H", "H", "C", "C", "C", "C", "C", "C", "C", "H", "H", "H", "H", "H", "H", "H", "O", "H", "H", "H", "H", "H"], "xyz": [[8.715, 0.907, 4.556], [9.470, 0.791, 5.185], [7.471, 0.255, 5.190], [6.451, 0.210, 4.492], [6.388, 0.531, 3.064], [5.118, 0.570, 2.624], [4.083, 0.162, 3.351], [4.172, -0.543, 4.674], [5.420, -0.404, 5.319], [5.651, -0.657, 6.512], [4.517, -1.219, 7.540], [3.822, -0.581, 7.570], [5.147, -1.433, 8.157], [4.126, -2.096, 6.991], [3.328, -0.924, 5.161], [2.646, -0.062, 2.840], [1.665, -0.174, 3.362], [2.560, -0.152, 1.444], [3.193, -0.328, 0.840], [1.231, -0.284, 0.832], [0.807, -1.403, 1.029], [0.581, 0.551, 1.203], [1.436, -0.346, -0.639], [2.602, -0.134, -1.112], [0.326, -0.738, -1.449], [-0.895, -0.555, -1.006], [-1.755, -0.575, -1.849], [-2.051, -0.731, -3.117], [-3.181, -0.652, -3.484], [-4.055, -0.718, -2.429], [-5.483, -0.970, -2.232], [-5.903, -1.020, -1.046], [-5.222, -0.824, 0.132], [-3.690, -0.723, -0.068], [-3.163, -0.699, -1.274], [-3.324, -0.702, 1.019], [-5.629, -1.014, 1.038], [-7.092, -0.727, -0.831], [-6.059, -0.936, -3.121], [-3.740, -0.749, -4.703], [-4.669, 0.553, -5.267], [-4.244, 1.856, -4.592], [-4.989, 2.771, -5.024], [-6.154, 2.613, -5.811], [-6.586, 1.188, -6.065], [-5.900, 0.208, -6.034], [-6.114, -0.719, -6.327], [-7.582, 1.211, -6.878], [-6.976, 3.265, -5.934], [-4.744, 3.746, -4.597], [-3.376, 1.742, -4.258], [-2.880, -0.835, -5.531], [-4.430, -1.847, -5.170], [-1.013, -0.471, -4.071], [0.427, -0.325, -2.632], [4.789, 1.018, 1.717], [7.154, 0.996, 2.631], [9.083, 0.269, 3.762], [8.522, 1.855, 4.315]], "lowdin_charge": [0.072, 0.043, 0.002, -0.257, 0.020, -0.112, -0.115, 0.096, -0.321, 0.003, 0.185, 0.025, -0.002, 0.118, 0.082, -0.502, 0.148, 0.076, 0.013, -0.107, 0.183, 0.147, -0.363, 0.036, 0.062, 0.147, -0.209, -0.346, -0.044, -0.044, -0.041, -0.190, -0.015, 0.015, -0.077, 0.132, 0.053, 0.177, 0.101, -0.097, 0.007, -0.017, -0.160, -0.005, -0.163, -0.125, 0.074, 0.178, 0.072, 0.120, 0.044, 0.154, 0.216, -0.092, 0.266, 0.116, 0.054, 0.106, 0.060], "multiplicity": 1, "e_homo_ha": -0.2676, "fmax_ev_per_a": 19.619, "homo_lumo_gap_ev": 6.2113}